Density functional theory data (wB97M-V/def2-TZVPD) for a structure of composition C20H44N4O24S5 at a distorted geometry.

```
97
Properties=species:S:1:pos:R:3:forces:R:3:mulliken_charge:R:1
C -0.652 3.628 -0.226 -0.043 0.063 -0.245 0.45
O 0.492 3.887 0.154 0.091 -0.018 -0.033 -0.52
N -0.945 3.091 -1.448 -0.313 0.214 0.317 -0.09
N -1.737 3.822 0.582 -0.018 0.011 -0.309 -0.34
H -1.907 3.166 -1.739 0.074 -0.116 -0.063 0.23
H -0.273 3.164 -2.218 0.220 0.093 0.137 0.08
H -2.608 3.406 0.312 -0.115 0.175 0.188 0.13
H -1.638 4.154 1.522 0.225 -0.041 0.010 0.23
C 2.094 3.053 -3.166 0.057 0.042 0.111 0.73
O 0.960 3.355 -3.535 -0.006 -0.221 0.138 -0.81
N 2.960 2.409 -4.007 0.042 0.049 -0.010 -0.40
N 2.566 3.330 -1.916 0.241 -0.230 -0.280 -0.14
H 2.630 2.164 -4.921 -0.097 0.152 -0.051 0.23
H 3.929 2.244 -3.806 -0.058 0.033 0.155 0.16
H 3.493 3.020 -1.680 -0.067 0.009 0.175 0.13
H 1.926 3.564 -1.162 -0.052 0.165 -0.153 0.03
C 0.464 0.901 0.992 -0.798 0.500 -0.300 -0.37
C 1.894 0.386 0.866 -0.359 -0.066 -0.258 0.48
O 1.743 -1.037 0.855 0.086 -0.784 -0.103 -0.43
S 0.202 -1.523 0.832 2.133 0.376 0.314 0.97
O 0.069 -2.646 1.674 -0.361 -0.011 0.682 -0.63
O -0.202 -1.649 -0.517 -0.645 0.730 -0.217 -0.27
O -0.272 -0.191 1.570 -0.841 -0.540 -0.098 -0.20
H -0.008 1.134 0.034 0.316 -0.145 -0.129 0.13
H 0.296 1.775 1.615 0.311 -0.176 0.287 0.50
H 2.529 0.656 1.703 0.011 -0.037 -0.010 -0.37
H 2.331 0.697 -0.082 0.104 0.069 0.058 0.21
C 3.348 0.425 6.171 -0.792 0.741 -0.290 -0.40
C 3.491 0.298 4.657 0.175 -0.471 0.267 -0.11
O 2.147 0.213 4.172 -0.303 0.576 0.017 -0.17
S 1.232 -0.568 5.220 0.788 -0.332 0.106 1.10
O 1.328 -1.959 5.003 -0.054 -0.547 -0.210 -0.55
O -0.029 0.063 5.271 -0.336 0.456 0.124 -0.54
O 2.114 -0.239 6.517 0.122 -0.223 -0.129 -0.34
H 3.135 1.459 6.452 0.571 0.087 -0.022 0.27
H 4.216 0.036 6.693 -0.236 -0.252 0.258 0.32
H 3.994 -0.621 4.354 0.196 0.080 0.098 0.26
H 3.991 1.171 4.248 -0.160 -0.088 -0.286 0.11
C -2.486 -5.020 -4.876 0.149 -0.491 -0.156 -0.39
C -1.215 -4.434 -5.527 0.613 -0.592 0.049 -0.38
O -0.847 -3.313 -4.721 0.192 0.412 0.124 -0.31
S -1.462 -3.474 -3.243 -0.621 0.190 -1.012 1.33
O -1.774 -2.193 -2.746 0.098 0.117 -0.036 -0.48
O -0.714 -4.410 -2.484 0.209 -0.209 -0.036 -0.66
O -2.792 -4.150 -3.797 -0.295 -0.093 0.587 -0.28
H -2.307 -6.038 -4.524 0.027 0.106 0.179 0.25
H -3.352 -5.051 -5.531 0.004 0.250 -0.037 0.31
H -1.350 -4.156 -6.570 -0.117 0.531 0.172 0.30
H -0.367 -5.123 -5.501 -0.227 -0.201 0.049 0.27
C 3.487 4.900 3.418 -0.663 -0.573 0.181 -0.28
C 2.671 4.510 2.190 -0.863 0.136 -0.807 0.03
O 3.646 4.272 1.157 0.212 -0.020 0.014 -0.24
S 4.859 3.522 1.845 -0.601 0.179 0.349 1.08
O 6.042 3.838 1.160 0.633 0.163 -0.299 -0.62
O 4.510 2.165 2.096 -0.091 -0.225 0.027 -0.46
O 4.780 4.314 3.228 0.338 -0.008 -0.110 -0.32
H 3.015 4.445 4.289 0.190 0.205 0.176 0.27
H 3.592 5.972 3.546 0.141 0.031 -0.064 0.30
H 1.985 5.271 1.824 0.308 0.218 0.020 0.48
H 2.039 3.623 2.261 0.337 -0.133 0.470 -0.22
C -4.949 -2.880 1.543 -0.130 -0.338 0.784 -0.27
C -3.473 -2.864 1.196 0.290 0.464 -1.120 0.76
O -3.458 -3.625 -0.037 0.083 -0.461 -0.409 -0.31
S -4.810 -3.516 -0.874 0.169 0.207 1.013 1.16
O -5.391 -4.792 -1.071 0.155 -0.451 0.056 -0.61
O -4.624 -2.663 -1.982 -0.163 0.515 -0.201 -0.49
O -5.612 -2.756 0.288 -0.109 0.104 -0.622 -0.36
H -5.347 -2.058 2.132 0.359 0.067 0.121 0.27
H -5.198 -3.830 2.025 -0.179 -0.003 -0.146 0.28
H -2.714 -3.338 1.810 -0.472 -0.120 0.487 0.41
H -3.120 -1.854 0.963 -0.096 -0.105 0.028 -0.84
C 1.888 -1.122 -3.753 -0.482 -0.934 -0.840 0.50
C 2.352 -2.003 -2.625 0.736 -0.915 0.595 0.25
C 2.648 -3.340 -3.291 -0.666 -0.069 -0.278 -0.34
O 3.006 -3.038 -4.640 -0.384 -0.182 -0.344 -0.45
C 2.685 -1.673 -4.938 1.227 0.305 0.384 -0.63
H 2.013 -0.051 -3.615 -0.141 -0.035 0.074 -0.13
H 0.850 -1.403 -3.954 -0.128 0.581 0.111 -0.07
H 1.580 -2.249 -1.901 0.187 0.743 0.429 -0.39
H 3.295 -1.659 -2.191 -0.294 0.288 0.350 0.35
H 1.743 -3.959 -3.233 -0.023 0.031 -0.450 0.02
H 3.411 -3.950 -2.806 0.356 0.324 -0.108 0.33
H 2.193 -1.544 -5.903 -0.226 -0.428 0.039 0.32
H 3.664 -1.176 -5.030 -0.149 0.262 0.000 0.31
C -3.275 1.243 2.367 -0.722 -0.601 0.001 0.00
C -3.586 0.985 0.897 -0.133 -0.089 -0.569 0.92
C -5.116 0.998 0.868 0.319 0.173 0.668 -0.59
O -5.520 0.499 2.150 0.068 -0.342 -0.072 -0.47
C -4.382 0.401 3.008 -0.348 0.645 0.163 -0.48
H -3.475 2.295 2.584 0.233 0.008 0.152 0.40
H -2.314 0.914 2.755 0.202 0.233 -0.306 -0.04
H -3.238 0.019 0.528 0.200 0.057 0.206 -0.72
H -3.192 1.723 0.206 0.121 -0.062 -0.060 -0.29
H -5.535 0.370 0.086 -0.087 0.069 -0.082 0.31
H -5.487 2.026 0.807 -0.103 -0.043 -0.332 0.34
H -4.093 -0.649 3.118 0.148 0.051 0.087 0.14
H -4.684 0.811 3.974 0.096 -0.266 0.107 0.40
```
Forces are in eV/Å.

HOMO (eV): -9.0
Max |F| (eV/Å): 2.2
LUMO level (eV): -0.05
Energy (eV): -130726.9884
Energy above the lowest of the compared OMol25 structures with the same formula, charge and spin (eV): 0.000
Total charge: 0
HOMO-LUMO gap (eV): 8.9

=====

Density functional theory data (wB97M-V/def2-TZVPD) for a structure of composition C20H44NOP3STi at a distorted geometry.

```
71
Properties=species:S:1:pos:R:3:forces:R:3:mulliken_charge:R:1
Ti -0.558 -0.037 -1.001 3.467 -0.093 2.005 -0.68
P 1.734 0.731 0.397 1.051 0.745 0.621 0.99
P -2.110 1.716 -0.619 -0.480 0.025 0.188 1.51
P 0.637 1.329 -2.768 0.180 1.046 -1.284 1.09
H 0.068 -3.557 -0.032 0.636 -0.712 0.672 0.24
C 0.937 -3.426 -0.668 -0.465 0.424 -0.505 -0.79
C 1.954 -2.617 -0.387 -0.551 0.715 0.224 -0.38
H 2.152 -2.296 0.638 -0.255 -0.004 -0.362 0.26
C 2.296 0.053 2.042 -0.462 -0.604 0.062 -1.39
C 1.495 2.446 1.020 -0.040 -0.011 -0.179 -1.39
C 3.400 0.842 -0.441 -0.331 -0.299 -0.180 -1.04
C -3.599 1.088 -1.419 -0.295 0.211 -0.109 -1.34
C -2.605 1.898 1.101 -0.058 -0.053 0.323 -1.25
C -1.856 3.402 -1.115 -0.107 0.526 -0.201 -1.40
C 2.004 0.489 -3.657 0.211 -0.193 0.147 -1.30
C 1.322 2.999 -2.476 -0.044 0.064 0.127 -1.42
C -0.530 1.633 -4.191 -0.203 0.026 0.473 -1.14
H 0.783 -3.878 -1.644 0.141 0.354 -0.105 0.34
H 2.510 -2.079 -1.157 0.587 -0.996 0.060 0.34
H 2.144 -1.029 2.119 0.074 0.235 0.093 0.30
H 1.740 0.536 2.861 0.202 -0.125 -0.299 0.40
H 3.373 0.249 2.179 -0.531 0.057 -0.099 0.58
H 0.518 2.508 1.514 0.197 0.100 -0.012 0.20
H 1.531 3.175 0.207 -0.012 -0.028 0.241 0.40
H 2.280 2.656 1.759 -0.216 0.124 -0.267 0.53
H 3.481 0.072 -1.220 0.093 0.272 0.205 0.20
H 4.194 0.665 0.299 -0.314 0.146 -0.303 0.46
H 3.546 1.832 -0.891 0.010 -0.327 0.143 0.43
H -4.340 1.888 -1.319 -0.255 -0.310 -0.249 0.48
H -3.945 0.187 -0.895 0.012 0.231 -0.063 0.41
H -3.433 0.832 -2.472 -0.116 0.220 0.195 0.29
H -3.361 2.689 1.093 0.017 -0.104 0.340 0.58
H -1.761 2.195 1.732 -0.232 0.123 -0.116 0.28
H -3.037 0.973 1.493 -0.028 0.167 -0.076 0.39
H -2.731 3.942 -0.753 0.045 0.305 -0.189 0.58
H -1.766 3.512 -2.194 -0.091 0.035 -0.050 0.36
H -0.963 3.814 -0.645 -0.118 0.004 0.122 0.35
H 1.836 0.590 -4.736 0.155 0.020 0.290 0.47
H 2.045 -0.577 -3.409 0.112 0.181 -0.064 0.34
H 2.960 0.959 -3.400 -0.183 -0.193 -0.077 0.45
H 1.502 3.462 -3.457 0.068 -0.105 0.339 0.57
H 2.260 2.939 -1.912 -0.261 0.096 -0.286 0.29
H 0.615 3.617 -1.912 0.257 -0.101 -0.273 0.25
H -0.190 1.027 -5.041 -0.249 0.226 0.187 0.49
H -0.507 2.700 -4.456 -0.039 -0.394 -0.020 0.45
H -1.556 1.340 -3.930 0.240 0.172 -0.211 0.22
C -1.024 -2.762 -4.252 -0.192 0.337 -0.774 0.71
C -2.059 -2.514 -5.164 -0.460 1.054 0.421 -0.42
C -2.095 -3.149 -6.415 0.754 -0.603 0.244 -0.63
C -1.096 -4.090 -6.764 0.052 0.629 1.641 -0.46
C -0.099 -4.394 -5.798 -0.862 0.243 -0.655 -0.75
C -0.082 -3.739 -4.560 1.358 0.006 1.260 -0.12
S -0.648 -1.416 -2.779 -2.282 -2.881 -0.424 0.21
H -1.466 -1.594 -1.442 0.266 -1.376 -2.646 0.32
H -2.842 -1.802 -4.895 0.231 -0.143 -0.275 0.40
H -2.888 -2.912 -7.127 0.163 -0.030 0.374 0.41
H -1.106 -4.588 -7.726 0.032 0.093 0.070 0.44
H 0.661 -5.141 -6.045 -0.253 0.308 0.334 0.41
H 0.699 -3.985 -3.816 -0.385 0.116 -0.707 0.26
C -1.393 -2.945 2.692 -0.179 -0.287 0.379 -0.88
N -1.129 -1.534 2.986 0.408 0.770 -1.600 0.17
C -1.103 -1.114 4.389 0.062 0.357 0.586 -0.92
C -0.868 -0.662 2.031 -0.169 -0.328 1.765 -0.24
O -0.900 -0.919 0.785 -0.124 0.371 -0.457 -0.52
H -2.372 -3.209 3.117 0.259 0.047 -0.269 0.40
H -0.634 -3.549 3.212 -0.196 0.148 -0.311 0.38
H -1.373 -3.121 1.613 -0.026 0.040 0.389 0.18
H -0.102 -0.770 4.696 -0.322 -0.312 -0.176 0.36
H -1.817 -0.297 4.577 0.146 -0.380 -0.139 0.37
H -1.391 -1.983 4.982 0.088 0.244 0.064 0.37
H -0.618 0.350 2.433 -0.192 -0.619 -0.572 0.57
```
Forces are in eV/Å.

HOMO (alpha / beta) (eV): -17.4 / -17.4
Max |F| (eV/Å): 4.0
LUMO level (alpha / beta) (eV): -10.34 / -10.17
Energy (eV): -86781.1719
<S²>: 0.756
Total charge: +3
HOMO-LUMO gap (alpha / beta) (eV): 7.1 / 7.2
Spin multiplicity: 2

=====

Density functional theory data (wB97M-V/def2-TZVPD) for a cluster of 11 separate species, C20H45BF4N5O5 in total at a distorted geometry.

```
80
Properties=species:S:1:pos:R:3:forces:R:3:mulliken_charge:R:1
B -70.652 41.887 75.743 0.702 -0.278 1.451 0.59
F -69.535 42.457 75.224 1.368 0.906 -1.348 -0.38
F -70.287 41.212 76.864 0.634 -0.712 2.520 -0.29
F -71.554 42.848 75.980 -1.640 2.198 0.615 -0.37
F -71.188 40.988 74.939 -1.612 -2.343 -3.093 -0.49
C -74.524 41.867 74.327 -5.083 -4.279 -0.497 -0.15
C -75.932 42.160 74.864 -1.518 -1.532 1.564 0.08
N -77.041 42.326 75.216 2.853 -0.148 -1.047 -0.50
H -74.478 42.799 74.034 1.812 4.558 -3.326 0.31
H -73.756 41.706 74.963 1.870 -0.609 2.752 -0.04
H -74.596 40.961 73.616 0.114 2.031 0.601 0.29
C -69.328 42.963 80.364 2.838 -4.074 1.129 0.04
C -67.983 43.454 80.725 1.213 0.119 -1.258 -0.02
N -66.890 43.820 80.815 -0.883 -0.124 0.381 -0.59
H -69.444 42.117 81.226 -0.711 2.011 -2.241 0.28
H -69.877 43.826 80.462 -2.362 1.394 0.181 0.50
H -69.292 42.490 79.311 -0.222 0.871 1.764 -0.29
C -71.553 40.223 71.729 3.577 -2.611 -0.685 -0.62
C -70.622 40.546 70.587 -1.498 -0.097 2.373 0.20
N -69.954 40.815 69.706 0.751 0.161 -0.983 -0.43
H -71.050 39.530 72.529 -1.104 1.884 -1.328 0.08
H -72.201 40.977 71.951 -0.430 3.100 1.812 0.27
H -72.325 39.712 71.266 -1.220 -2.404 -1.169 0.51
C -71.830 38.338 77.377 -2.199 -3.134 -1.814 0.29
C -72.768 38.068 78.463 0.311 -0.120 0.294 0.15
N -73.479 37.856 79.341 0.004 0.055 -0.136 -0.48
H -71.059 38.908 77.669 2.644 2.425 1.327 -0.30
H -71.313 37.353 77.037 -1.366 1.616 0.141 0.32
H -72.391 38.901 76.599 0.658 -0.743 0.109 0.06
C -72.706 41.649 79.540 2.034 -0.876 5.099 -0.02
C -72.896 42.560 80.674 -0.633 3.309 4.218 0.03
N -72.954 43.339 81.575 0.219 -3.161 -3.597 -0.59
H -71.879 42.168 79.133 1.134 -0.757 -1.537 -0.19
H -72.662 40.622 80.036 0.918 1.113 -1.078 0.33
H -73.558 41.647 79.046 -3.648 0.270 -3.119 0.43
C -65.213 43.692 76.949 -2.428 -4.108 -2.310 -1.60
C -66.704 43.664 76.610 -2.462 2.007 1.109 0.50
O -67.067 42.986 75.415 -0.896 -1.145 1.301 -0.60
H -64.766 42.790 77.364 -0.511 -0.835 -0.405 0.30
H -65.058 44.287 77.710 0.954 4.147 3.265 0.50
H -64.797 43.845 76.016 1.726 1.023 -1.554 0.43
H -67.084 44.818 76.390 1.096 -2.450 1.068 0.23
H -67.320 43.277 77.538 0.996 0.690 -1.699 -0.16
H -68.008 42.630 75.583 2.225 0.835 -0.707 0.48
C -69.132 44.276 70.872 1.911 -6.849 0.650 -1.48
C -69.110 43.688 72.316 -2.767 -6.986 -5.185 -0.12
O -70.449 43.611 72.734 -2.018 -0.971 2.751 -0.66
H -68.101 44.042 70.378 -2.318 0.459 0.375 0.26
H -69.313 45.206 71.007 -0.636 6.741 0.447 0.61
H -70.094 43.886 70.466 1.265 -0.302 -0.495 0.29
H -68.721 44.196 73.026 4.167 3.420 4.252 0.54
H -68.801 42.483 72.299 0.273 3.208 -0.046 0.12
H -70.450 43.209 73.696 0.107 1.338 -2.933 0.24
C -66.976 40.439 78.708 2.041 6.076 -2.092 -0.05
C -66.526 40.512 80.103 3.062 -0.229 0.004 -0.66
O -65.326 39.726 80.274 1.043 0.661 -0.215 -0.59
H -67.964 40.852 78.588 -0.474 2.089 0.268 -0.17
H -67.395 39.669 78.279 -0.595 -5.990 -1.485 0.43
H -66.268 40.930 77.812 -1.747 -1.095 2.760 0.06
H -67.145 40.008 80.754 -2.451 -0.387 1.438 0.40
H -66.214 41.476 80.541 -0.756 -0.187 -0.831 0.18
H -65.624 38.851 80.450 -0.032 -1.133 0.090 0.31
C -73.040 45.352 78.273 0.529 2.439 3.805 -0.68
C -73.993 44.845 77.319 -0.401 -2.323 -4.368 -0.39
O -73.803 43.412 77.176 -3.519 -0.358 2.087 -0.56
H -71.886 45.171 78.247 -2.316 0.048 -0.814 0.12
H -73.434 44.820 79.170 0.911 0.775 0.264 0.12
H -73.223 46.495 78.437 0.498 -1.933 -0.126 0.33
H -73.718 45.064 76.318 0.207 1.604 -1.189 0.36
H -75.124 45.059 77.288 1.804 -0.259 1.230 0.26
H -72.970 43.173 76.846 1.949 0.136 -0.798 0.66
C -67.849 37.359 75.584 0.592 0.322 -3.135 -1.37
C -68.455 38.668 75.835 -1.066 2.752 -3.124 0.51
O -69.495 38.851 74.822 0.308 -3.519 0.208 -0.60
H -66.883 37.424 76.014 1.231 -0.493 0.202 0.38
H -67.818 37.322 74.434 0.530 -0.276 1.626 0.26
H -68.344 36.474 75.888 -0.837 -0.595 0.686 0.35
H -67.825 39.530 75.511 0.583 -0.835 1.185 0.21
H -68.780 38.766 76.824 -0.887 0.489 1.536 -0.01
H -69.969 39.641 74.694 -0.416 1.979 0.824 0.22
```
Forces are in eV/Å.

HOMO (eV): -7.3
Max |F| (eV/Å): 9.1
LUMO level (eV): 2.16
Energy (eV): -50702.0279
Energy above the lowest of the compared OMol25 structures with the same formula, charge and spin (eV): 2.604
Total charge: -1
HOMO-LUMO gap (eV): 9.5